Entry 1:
Formula: C21H28N6O2S
Source: the Open Molecules 2025 dataset
Level of theory: ωB97M-V with the def2-TZVPD basis set

```
58
Properties=species:S:1:pos:R:3:forces:R:3:nbo_charge:R:1
H -3.0834 -2.4698 0.5040 0.2 0.1 -0.1 0.352
N -3.1216 -1.6303 1.0737 -0.5 -0.5 0.2 -0.715
C -2.3101 -0.7157 0.7508 0.0 0.0 0.1 0.458
C -2.2199 0.5248 1.4682 0.4 0.9 0.2 -0.274
C -2.8701 1.0530 2.5691 0.1 -0.1 -0.2 0.235
C -3.9547 0.4928 3.4060 -0.1 0.0 0.1 -0.668
N -2.3074 2.2640 2.7689 -0.3 -0.5 0.0 -0.318
N -1.3408 2.5697 1.8876 0.6 0.4 -0.5 -0.302
C -1.2746 1.5193 1.0878 -1.0 -0.5 0.8 0.319
N -0.4381 1.3725 0.0248 0.2 0.0 -0.3 -0.557
C -0.5261 0.2490 -0.5964 0.4 1.0 -0.1 0.355
S 0.5402 0.0119 -1.9696 0.3 0.0 -0.5 0.305
C 1.6661 1.3857 -1.6131 -0.5 -0.4 0.1 -0.630
C 2.2235 1.1839 -0.2030 0.1 0.2 -0.2 0.707
O 2.2883 0.0700 0.2832 0.2 -0.3 0.2 -0.661
N 2.6745 2.2808 0.4331 0.1 0.0 0.3 -0.446
C 2.6346 3.6245 -0.1043 -0.4 0.2 -0.3 -0.204
C 1.2919 4.3356 0.1232 0.3 0.1 0.1 -0.422
C 1.0933 4.7995 1.5604 0.0 -0.1 -0.2 -0.608
C 3.2646 2.0954 1.7473 0.3 -0.3 0.0 -0.213
C 4.7720 1.8436 1.6589 -0.2 0.0 0.2 -0.402
C 5.3889 1.6960 3.0432 0.0 0.0 -0.3 -0.604
N -1.3819 -0.7755 -0.3193 -0.3 -0.2 0.2 -0.489
C -1.2925 -1.9807 -1.0718 0.0 -0.5 -0.1 0.158
C -2.3080 -2.3304 -1.9553 0.2 0.0 0.0 -0.218
C -2.2254 -3.5111 -2.6601 0.1 -0.2 -0.1 -0.246
C -1.1271 -4.3588 -2.4986 -0.1 0.1 0.0 0.315
O -1.1453 -5.4949 -3.2437 -0.2 0.3 0.0 -0.488
C -0.0608 -6.3866 -3.1412 0.2 -0.2 0.0 -0.253
C -0.1146 -4.0022 -1.6124 0.1 -0.3 -0.2 -0.308
C -0.2028 -2.8214 -0.8988 -0.3 0.1 0.1 -0.180
H -4.8447 1.1195 3.3555 -0.1 0.0 0.0 0.223
H -3.6431 0.4233 4.4477 0.0 0.0 0.1 0.223
H -4.1900 -0.4993 3.0309 -0.1 0.0 0.1 0.272
H -2.5387 2.9305 3.4887 0.0 -0.1 -0.1 0.408
H 2.4689 1.3139 -2.3484 0.0 0.0 0.0 0.249
H 1.1140 2.3122 -1.7319 0.2 0.1 0.0 0.250
H 3.4322 4.1953 0.3793 0.0 0.0 -0.1 0.200
H 2.8615 3.5926 -1.1738 0.1 0.1 0.1 0.199
H 0.4748 3.6583 -0.1237 0.0 0.0 -0.2 0.235
H 1.2511 5.1975 -0.5468 0.0 0.0 -0.1 0.195
H 1.9415 5.3889 1.9060 0.1 0.1 0.1 0.187
H 0.9502 3.9437 2.2125 0.0 0.0 0.2 0.220
H 0.1985 5.4125 1.6263 -0.1 0.0 0.1 0.215
H 3.0651 2.9807 2.3517 0.0 0.0 0.0 0.196
H 2.7802 1.2320 2.2089 0.0 0.1 0.0 0.232
H 4.9388 0.9338 1.0802 0.0 0.0 -0.1 0.211
H 5.2496 2.6724 1.1296 0.0 0.0 -0.1 0.189
H 5.2366 2.6003 3.6292 0.0 0.1 0.1 0.199
H 6.4577 1.5122 2.9667 0.1 0.0 0.1 0.211
H 4.9335 0.8631 3.5731 0.0 -0.1 0.1 0.205
H -3.1563 -1.6747 -2.0847 -0.1 0.1 0.0 0.230
H -3.0014 -3.8018 -3.3497 -0.1 0.0 -0.1 0.228
H -0.2857 -7.2022 -3.8266 0.1 0.0 0.1 0.202
H 0.0379 -6.7847 -2.1263 0.0 0.0 0.0 0.178
H 0.8789 -5.9115 -3.4397 0.0 0.0 0.0 0.179
H 0.7459 -4.6344 -1.4652 0.1 -0.1 0.0 0.225
H 0.5829 -2.5396 -0.2140 0.1 0.1 0.1 0.244
```
Forces are in eV/Å.

Highest occupied orbital energy   -0.293 Eh
HOMO-LUMO gap   8.7 eV
SMILES   [H]/N=c1/c2c(C)[nH]nc2nc(SCC(=O)N(CCC)CCC)n1-c1ccc(OC)cc1
Relative energy (zero: lowest compared OMol25 entry of this formula, charge and spin)   1.079 eV
2S+1   1
E   -1694.24722 a.u.

---

Entry 2:
Formula: C21H11FN4O13Pt
Source: the Open Molecules 2025 dataset
Level of theory: ωB97M-V with the def2-TZVPD basis set

```
51
Properties=species:S:1:pos:R:3:forces:R:3:lowdin_spin:R:1
Pt 0.2964 -0.6820 0.3234 -0.1 0.0 0.0 0.632
O -2.3404 -3.1172 2.5471 0.1 0.0 0.0 0.014
C -1.5177 -2.6622 1.7606 0.0 0.0 0.0 0.011
O -0.9958 -1.4949 1.8692 0.0 0.0 0.0 0.191
C -1.0982 -3.5751 0.6047 0.0 0.0 0.0 0.000
C -1.1436 -4.9230 0.8665 0.0 0.0 -0.1 0.000
C -0.8813 -5.8482 -0.1426 0.0 0.0 0.0 0.000
C -0.6340 -5.4485 -1.4367 -0.1 0.1 0.1 0.000
C -0.6263 -4.0940 -1.7188 -0.2 -0.2 -0.1 0.001
C -0.7997 -3.0998 -0.7119 -0.2 0.0 0.1 0.003
O -0.7298 -1.8430 -0.9959 0.2 0.0 0.0 0.027
N -0.4238 -3.7400 -3.1232 0.6 0.2 0.1 0.000
O 0.0678 -4.5928 -3.8510 -0.2 -0.1 -0.1 0.000
O -0.6921 -2.6177 -3.5018 -0.3 -0.1 0.0 0.001
N -0.9204 -7.2717 0.1554 0.1 0.0 0.0 0.000
O -0.7373 -8.0594 -0.7599 0.0 0.0 0.0 0.000
O -1.1235 -7.6127 1.3068 0.0 0.0 0.0 0.000
H -1.4161 -5.2513 1.8581 0.0 0.0 0.0 0.000
H -0.4632 -6.1667 -2.2213 0.0 0.0 0.0 0.000
F 0.8954 3.4864 -4.5944 0.0 0.0 0.0 0.003
C 0.4137 2.8200 -3.5109 0.0 0.0 0.0 0.011
C 0.5040 3.4155 -2.2712 0.0 0.0 0.0 -0.001
C 0.0052 2.7291 -1.1726 0.0 0.0 0.0 0.015
C -0.5777 1.4697 -1.3091 0.0 -0.1 -0.1 0.018
C -1.0868 0.7092 -0.1347 -0.1 0.1 0.1 0.014
C -0.6290 0.8942 -2.5856 0.0 0.0 0.0 0.019
C -0.1380 1.5663 -3.6920 0.0 0.1 0.0 -0.003
H 0.9658 4.3885 -2.1727 0.0 0.0 0.0 0.000
H 0.0835 3.1710 -0.1869 0.0 0.0 0.0 0.000
H -2.0163 0.1892 -0.3671 0.0 0.0 0.1 0.000
H -1.2233 1.3393 0.7456 0.0 0.0 0.0 0.001
H -1.0394 -0.1030 -2.6972 0.0 0.0 0.0 0.000
H -0.1685 1.1269 -4.6798 0.0 0.0 0.0 0.000
O 1.6233 0.3765 1.4774 -0.1 0.0 -0.1 0.023
C 2.4523 -0.5996 1.6092 0.0 0.0 0.1 0.008
O 2.1602 -1.6955 1.0682 0.1 -0.1 0.0 0.000
C 3.7095 -0.4003 2.3692 0.0 0.0 0.0 0.014
C 3.9874 0.8341 2.9235 0.0 0.1 0.0 0.087
C 5.1966 1.0433 3.6213 0.1 0.2 0.0 0.059
C 6.1089 -0.0222 3.7456 0.0 0.0 0.0 0.078
C 5.7798 -1.2318 3.1766 0.1 -0.1 0.1 0.012
C 4.6005 -1.4755 2.4799 0.0 0.1 0.0 0.157
N 6.7501 -2.3362 3.3103 0.3 0.2 -0.2 -0.002
O 6.4910 -3.3947 2.7651 0.0 0.0 0.1 -0.012
O 7.7891 -2.1296 3.9185 -0.2 -0.1 0.0 0.004
N 5.4961 2.2813 4.1744 -0.2 -0.4 0.0 0.202
O 4.6519 3.2151 4.0728 -0.2 0.2 -0.1 0.199
O 6.5850 2.4203 4.8054 0.3 0.0 0.1 0.190
H 3.2928 1.6539 2.8290 0.0 0.0 0.0 0.007
H 7.0344 0.1311 4.2741 0.0 0.0 0.0 0.007
H 4.3778 -2.4350 2.0457 0.0 0.0 0.0 0.010
```
Forces are in eV/Å.

Highest occupied orbital energy (alpha / beta)   -0.031 / -0.151 Eh
Charge   -2
HOMO-LUMO gap (alpha / beta)   4.4 / 7.6 eV
Relative energy (zero: lowest compared OMol25 entry of this formula, charge and spin)   0.000 eV
2S+1   3
E   -2222.95721 a.u.